198
Properties=species:S:1:pos:R:3:forces:R:3:lowdin_charge:R:1 method="wB97M-V/def2-TZVPD" e_tot_ev=-95019.9101 homo_ev=-8.274 max_force_ha_per_bohr=0.066 charge=0 multiplicity=1
O 14.8417 16.0106 16.8422 -0.0726 -1.0295 -0.3921 -0.079
H 14.5051 15.5515 17.6343 0.0575 0.1629 -0.6625 0.049
H 14.7668 15.3940 16.0434 0.0502 0.6750 0.8413 0.059
O 9.6493 16.6672 12.5813 1.1221 -0.2265 0.0487 -0.055
H 8.7163 16.7654 12.5441 -1.4605 0.0458 -0.0759 0.028
H 9.9778 17.4720 12.1393 0.2602 0.2029 0.2115 0.005
O 18.7460 14.5178 13.2456 -0.0410 0.7811 0.3312 -0.084
H 19.2958 14.9531 12.5913 0.2904 -0.3051 -0.3733 0.037
H 18.3755 15.3363 13.6723 -0.1288 -0.6672 -0.3459 0.003
O 17.2668 12.4511 14.3489 -0.3035 -1.1840 1.3041 -0.100
H 17.5536 11.8322 15.0865 -0.0497 1.3995 -1.8092 0.073
H 17.9946 12.7701 13.7915 0.2187 -0.0853 0.5650 0.002
O 11.3222 15.6576 16.3571 0.4446 -0.1355 0.9404 -0.054
H 10.8598 14.9521 15.8984 -0.0896 -0.1554 0.1560 0.043
H 11.5095 15.3586 17.2860 -0.3840 0.3713 -1.1305 0.048
O 17.6737 16.9099 13.9571 -0.0117 -0.2196 -0.1734 -0.094
H 17.6253 16.7092 14.9171 -0.1983 0.5793 -0.0779 0.011
H 16.7807 17.1972 13.6619 0.3218 -0.3245 0.2314 0.032
O 7.1262 14.0892 14.3448 0.5844 0.5551 0.0276 -0.077
H 7.0799 14.3658 15.2705 -0.1250 -0.1168 -0.1396 0.028
H 7.7508 14.7553 13.9978 -0.4718 -0.4277 0.1493 0.008
O 17.2491 15.2000 19.9531 1.2123 1.2124 -0.1547 -0.057
H 17.2205 15.8839 19.2403 0.0512 -0.7229 0.3922 0.014
H 16.4871 14.6524 19.9274 -1.0153 -0.4697 -0.3103 -0.022
O 8.5381 16.6788 15.1301 0.6151 -0.8595 -0.6864 -0.061
H 9.2727 16.7166 14.4675 -0.6804 0.3371 0.5403 0.027
H 8.3753 17.5613 15.4493 0.0903 0.5275 0.1156 0.035
C 8.2397 19.2806 10.2610 0.6201 -0.1492 -1.5071 -0.033
C 9.2261 20.4350 10.3930 -0.5063 0.4948 -1.0242 -0.483
C 8.4511 21.8222 10.4946 0.5587 -1.6337 0.3896 -0.136
C 9.4121 22.9004 10.9161 -0.9335 0.5388 0.7556 -0.197
C 9.8532 22.5899 12.3539 -1.0369 1.1605 -0.1281 -0.152
C 10.6486 21.3005 12.4296 -0.9727 -0.5196 1.6572 -0.509
N 9.8730 20.1888 11.7010 0.9729 0.9380 0.7319 -0.038
O 10.7130 19.0092 11.6642 0.1311 0.9932 -1.4184 -0.078
C 12.0794 21.4970 11.9945 -0.0716 1.0239 -0.0156 -0.028
C 10.6917 20.8751 13.9273 -0.8502 -0.9281 -1.2031 -0.035
C 10.1558 20.4527 9.1226 -0.9847 0.8720 -0.1819 -0.012
H 7.7009 19.2824 11.1543 -1.3153 -0.1872 1.3225 0.064
H 8.8100 18.3588 10.2220 0.0460 -0.2916 -0.0568 0.060
H 7.5776 19.2729 9.3723 0.3797 0.4176 0.4613 0.104
H 8.0082 22.0862 9.5347 -0.1164 -0.3626 -0.0694 0.116
H 7.6537 21.7314 11.2681 0.3713 -0.0399 -0.6056 0.129
H 8.7837 23.8219 10.9071 1.0675 -0.1462 -0.1601 0.126
H 10.2511 22.9085 10.2185 -0.0834 0.6273 0.0625 0.095
H 8.9031 22.5262 12.9485 0.7529 -0.2989 -0.3431 0.130
H 10.3702 23.4669 12.8220 0.0963 -0.9205 -0.4407 0.134
H 11.9997 21.9000 10.9875 0.8167 0.0887 -0.1797 0.067
H 12.6033 22.2316 12.6800 -0.6183 -0.8045 -0.8656 0.119
H 12.6059 20.5555 12.0153 0.3190 -0.2018 -0.1305 0.065
H 11.0915 21.6551 14.5623 0.0037 0.1274 0.1232 0.083
H 9.6975 20.4980 14.2551 0.5824 0.5494 -0.0672 0.097
H 11.3460 20.0209 13.8924 0.4352 -0.4511 0.6837 0.055
H 10.8698 21.2794 9.2147 0.1413 -0.4085 -0.2141 0.062
H 9.5201 20.6911 8.2095 0.6576 -0.3631 1.1371 0.111
H 10.6546 19.4996 8.9165 0.0052 0.1535 0.1902 0.061
H 11.2178 19.0801 10.8077 -0.3479 -0.4540 1.0037 0.097
C 17.8905 19.3457 12.0277 0.6328 0.7860 1.3530 -0.001
C 19.0940 20.2760 12.4429 -1.9769 0.0117 0.9405 -0.490
C 19.8667 19.5409 13.5355 1.5298 -0.2691 -0.8210 -0.135
C 20.8970 18.5257 12.9572 -1.6197 0.8798 -0.2780 -0.143
C 21.7208 19.1276 11.8359 -1.1379 2.2655 0.0921 -0.118
C 20.8762 19.8481 10.7089 0.1929 -1.4844 2.2420 -0.530
N 19.9329 20.7649 11.3857 0.8626 -0.1133 -1.4675 -0.069
O 19.1037 21.2989 10.2967 0.2173 0.0885 0.9993 -0.034
C 21.7989 20.7172 9.8953 0.9312 0.6657 -0.0656 -0.051
C 20.2601 18.7643 9.8505 0.8914 1.0567 -1.4267 -0.026
C 18.6015 21.5699 13.1520 -2.3288 -0.6226 0.1182 -0.038
H 17.1991 19.4180 12.8581 -0.4692 0.2588 0.1453 0.060
H 18.1511 18.3063 12.0901 0.4202 -0.4747 -0.5443 0.050
H 17.3699 19.5971 11.1316 -0.0911 0.2607 -0.7326 0.075
H 20.3890 20.3024 14.0724 0.7653 0.5599 0.5142 0.106
H 19.2045 19.0966 14.2746 -0.2828 -0.1449 -0.3949 0.084
H 20.2720 17.7330 12.5602 0.1089 -0.5563 -0.2112 0.095
H 21.4928 18.1088 13.7396 0.5268 -0.2491 0.5032 0.091
H 22.4090 18.4359 11.4412 0.6249 -1.0456 -0.8936 0.099
H 22.3275 19.9709 12.1298 0.4493 0.1516 1.0752 0.109
H 22.0935 21.6436 10.4377 -0.2607 -0.7000 0.0046 0.097
H 22.7508 20.1955 9.6542 -0.7249 0.1870 -0.2065 0.098
H 21.2650 21.0709 9.0188 0.2533 -0.1760 -0.4133 0.076
H 21.1436 18.2847 9.3853 -0.7652 -0.0673 -0.1454 0.101
H 19.5960 18.0407 10.2516 -0.2798 -0.5872 0.9804 0.061
H 19.6800 19.3188 9.1281 -0.1450 -0.2376 -0.8022 0.076
H 19.3810 22.2160 13.4597 1.1969 0.4729 -0.0052 0.063
H 18.0343 21.3631 14.0967 0.2849 -0.2065 -0.7826 0.091
H 17.9164 22.1530 12.5146 0.1773 -0.2205 0.0990 0.081
H 19.2341 22.2524 10.3993 -0.0489 -0.2497 -0.0727 0.104
C 16.4165 18.4549 18.6994 0.9698 1.7546 -0.2880 -0.005
C 17.9390 18.4551 18.2385 -1.8575 -0.4598 0.9443 -0.522
C 18.7829 18.5899 19.4730 -0.0420 0.3149 1.9849 -0.152
C 20.2578 18.2877 19.2863 0.8815 0.7334 -1.9307 -0.185
C 20.4199 16.8278 18.7894 -0.3159 0.5285 -1.0529 -0.084
C 19.5979 16.6879 17.4192 -0.3371 -1.3368 1.5361 -0.471
N 18.2193 17.1259 17.7542 -0.9766 -1.6445 -1.3662 -0.058
O 17.3981 16.8929 16.5425 0.4062 0.2479 1.2625 -0.089
C 20.2347 17.3937 16.2352 0.2781 2.6291 1.7357 -0.028
C 19.4580 15.1873 17.0739 -1.1932 -0.1031 0.1580 -0.024
C 18.2004 19.5079 17.2192 1.4985 0.1600 -0.2336 -0.019
H 16.2449 17.8204 19.5182 0.0372 -1.5938 0.8994 0.051
H 15.6738 18.2678 17.9368 0.0823 -0.0685 -0.4141 0.057
H 16.1522 19.4060 19.1943 0.3172 0.1889 -0.6233 0.091
H 18.6359 19.6145 19.8340 0.2379 0.0433 -0.0334 0.128
H 18.4003 17.9656 20.3344 0.1781 0.2607 -1.0733 0.140
H 20.7852 18.4638 20.1878 0.4334 -0.1044 1.1674 0.090
H 20.7213 19.0803 18.6089 -0.5352 -1.1409 0.4164 0.118
H 20.0568 16.2443 19.6681 -0.1571 -0.2541 -1.1741 0.124
H 21.4193 16.4266 18.4951 -0.3353 0.8347 0.6502 0.124
H 20.6163 18.4438 16.5933 -0.6194 -1.9502 -1.1696 0.108
H 21.0696 16.8451 15.9059 1.2246 -0.7680 -0.3529 0.071
H 19.5574 17.4719 15.3948 -0.1702 0.2063 0.0551 0.053
H 18.7103 14.7385 17.7746 0.7713 0.1464 -0.5370 0.092
H 19.0965 15.0485 16.0533 -0.3154 0.1768 0.0368 0.063
H 20.3658 14.6060 17.0537 0.6574 0.1158 0.5615 0.079
H 17.7110 19.2209 16.3213 0.0153 -0.3816 -1.1442 0.067
H 19.2937 19.6537 17.1021 -0.8380 -0.0800 -0.3264 0.078
H 17.8101 20.4617 17.4217 -0.6939 1.2928 0.8923 0.076
H 16.5688 16.4738 16.8626 0.1121 0.1053 -0.1048 0.059
C 11.2410 20.2796 18.1383 1.9884 0.5647 0.9726 -0.007
C 11.7998 18.8487 18.3109 -0.6006 0.5632 0.3218 -0.524
C 12.6926 18.6691 19.5596 -0.1266 -1.4065 0.6113 -0.119
C 11.9470 18.6315 20.9000 0.2634 1.4630 1.8671 -0.198
C 10.9203 17.5398 20.9034 -0.1995 -0.3742 -0.8877 -0.171
C 10.0568 17.6502 19.6631 -3.3968 0.0697 -0.0194 -0.477
N 10.8015 17.7936 18.4171 -0.3309 -0.7189 1.0599 -0.090
O 9.8470 17.8105 17.3812 0.0773 1.1109 -0.1417 -0.050
C 9.2708 16.3159 19.5555 2.1019 -0.4458 -0.4009 -0.032
C 8.8694 18.7430 19.8711 1.9962 1.1777 -1.6033 -0.012
C 12.6220 18.5125 17.1267 0.7971 1.2834 -1.4180 -0.069
H 12.0580 21.0146 17.9017 -0.2012 -0.8121 0.3934 0.099
H 10.8343 20.6242 19.0868 -0.5348 0.1448 -0.2925 0.060
H 10.6282 20.3948 17.2815 -1.2357 -0.2764 -0.4701 0.058
H 13.0006 17.5789 19.4424 0.5217 1.3003 0.0437 0.136
H 13.5469 19.3747 19.6335 -0.4569 -0.5403 -0.4920 0.124
H 11.4114 19.6351 21.1371 1.0430 -1.4475 -0.3161 0.129
H 12.6596 18.3915 21.7744 -0.7430 0.7919 -1.3425 0.132
H 10.2510 17.5478 21.7857 0.5064 -0.0847 -0.3578 0.136
H 11.4057 16.5479 20.7823 -0.0205 0.4306 0.5124 0.107
H 10.0162 15.4647 19.4760 -0.8397 0.8237 -0.0680 0.081
H 8.6672 16.1455 20.4046 -0.5149 -0.1368 1.2411 0.067
H 8.6122 16.3369 18.7224 -0.3927 -0.1351 -0.8803 0.070
H 9.2803 19.7411 20.2415 -0.8103 -1.3858 -0.1665 0.080
H 8.2845 18.9525 18.9402 0.9998 -0.1622 0.3389 0.085
H 8.1213 18.3108 20.4692 -0.6586 -0.3033 1.5191 0.043
H 12.1312 18.7074 16.1646 -0.1954 0.6058 0.2543 0.085
H 12.8653 17.4884 16.9930 0.6158 -0.9573 0.6495 0.042
H 13.5085 19.1615 17.2282 0.0363 -0.4520 -0.5863 0.097
H 10.1092 17.0955 16.7960 0.2787 -0.5306 -0.2001 0.037
C 11.9671 10.8816 17.5304 -1.5727 0.9258 -1.7851 -0.055
C 11.6867 12.1669 18.2867 -0.2463 -0.4964 0.8955 -0.463
C 12.7942 13.1908 18.2668 -0.6334 0.2153 -0.3858 -0.204
O 12.5108 14.2497 19.2029 0.8597 -0.9716 -0.1864 -0.194
C 13.3644 14.1340 20.3142 1.8201 -0.3646 -0.3211 -0.103
N 10.3924 12.7137 17.9256 -0.2153 0.7568 1.0128 0.060
H 12.9087 10.5062 17.8229 1.0166 -0.7799 0.1935 0.057
H 11.9539 11.0765 16.4134 0.2516 -0.2146 1.0772 0.099
H 11.1334 10.1761 17.7051 0.6212 0.2271 0.0920 0.090
H 11.6390 11.8609 19.3400 -0.2937 0.0802 0.0887 0.143
H 12.8441 13.6560 17.3051 0.0197 0.3309 -0.9336 0.102
H 13.7477 12.7143 18.4110 0.6288 -0.0644 0.5392 0.122
H 13.0967 14.8860 21.0020 -0.3043 0.8477 0.9025 0.066
H 14.4666 14.2618 20.0671 -1.0933 0.3035 -0.1958 0.085
H 13.4042 13.1626 20.8164 -0.7785 -0.1814 -0.1147 0.097
H 10.2075 13.5474 18.5269 0.0437 -0.8567 -0.9559 0.070
H 10.3864 12.9746 16.9485 -0.1271 0.1382 -0.0605 0.063
C 14.5370 16.2273 9.4282 0.3164 -1.9684 2.0524 -0.068
C 13.5883 16.1046 8.2980 0.9064 0.4460 -1.4083 -0.430
C 12.6257 17.2664 8.3407 1.0156 0.8742 -1.1956 -0.255
O 11.8037 17.2988 9.4363 -1.0527 -0.4041 1.8146 -0.222
C 10.9940 16.1373 9.6187 0.8436 -0.8967 1.9402 -0.069
N 14.4210 16.1558 7.0583 -0.4248 -0.1524 0.1666 0.042
H 15.4541 16.7418 9.2268 0.0401 1.0279 -0.4271 0.078
H 14.9557 15.2408 9.7446 -0.6117 0.3629 -0.0885 0.090
H 13.9764 16.6406 10.2722 0.5014 0.0297 0.2207 0.065
H 12.9670 15.2026 8.3323 0.2765 -0.0810 0.1157 0.129
H 12.0335 17.1703 7.4518 -0.6505 0.2560 -0.9233 0.115
H 13.1415 18.2570 8.3330 -0.1045 -0.7784 -0.1648 0.156
H 11.5680 15.2415 10.1425 -0.9241 1.6888 -1.4068 0.120
H 10.5424 15.8627 8.6833 -0.1113 -0.4817 -0.5424 0.088
H 10.2003 16.3726 10.3414 0.3247 0.1255 -0.3784 0.058
H 13.9587 16.5200 6.2405 -0.4822 0.1953 -0.0471 0.059
H 14.6995 15.2217 6.7966 0.1782 -0.1619 0.0912 0.068
C 13.2332 14.2629 12.8131 -2.0304 2.2443 0.6698 -0.035
C 14.3853 15.1977 12.9712 0.1384 0.6820 -0.9217 -0.453
C 13.8859 16.5870 13.2179 -0.6691 1.2091 0.2803 -0.169
O 15.0302 17.4728 13.3665 -1.1776 -0.3005 0.4831 -0.212
C 14.6944 18.5567 14.2322 -0.4227 0.3039 -0.8075 -0.067
N 15.1637 14.8212 14.1280 1.7179 -0.2665 0.1862 0.076
H 12.5399 14.3788 13.6796 0.3974 0.0217 -0.3725 0.091
H 13.5301 13.2708 12.8392 0.5386 -2.0027 -0.5929 0.059
H 12.6494 14.5983 11.9403 0.2086 -0.7429 0.0877 0.072
H 14.9347 15.2236 12.0007 0.1484 -0.1889 0.6904 0.135
H 13.2836 16.5675 14.1701 0.6255 0.0695 -0.6587 0.128
H 13.1958 17.0090 12.4339 0.6597 -0.5339 0.3945 0.136
H 13.9294 18.2598 14.9477 -0.0842 0.1421 -0.1621 0.055
H 14.4015 19.4427 13.6373 -0.2114 -0.3619 0.2650 0.097
H 15.5478 18.8354 14.7996 1.0437 0.1649 0.4792 0.068
H 16.1071 15.2344 14.0621 -0.6798 0.4299 0.1550 0.070
H 15.4716 13.8714 13.9872 -0.2646 -0.8466 0.2909 0.059